Here is a 7-piece molecular cluster, C23H48N8O7S overall at a distorted geometry from OMol25. Energies are from ωB97M-V with the def2-TZVPD basis set.

Structure (ORCA input):
```
! RIJCOSX wB97M-V def2-TZVPD def2/J DEFGRID3
* xyz 0 1
O 0.71 1.06 0.23
C 0.54 0.65 -0.89
C 0.76 1.39 -2.20
C 1.23 0.23 -3.08
C 0.16 -0.81 -2.69
N -1.13 -0.71 -3.43
C -2.06 -0.15 -2.89
S -3.24 0.72 -2.34
N 0.14 -0.63 -1.26
H 1.39 2.27 -2.16
H -0.22 1.75 -2.51
H 2.11 -0.19 -2.58
H 1.37 0.42 -4.14
H 0.53 -1.81 -2.92
H -0.56 -1.11 -0.70
C -1.88 1.16 1.97
N -2.59 2.27 2.57
C -2.62 3.54 1.88
C -3.23 2.16 3.75
O -3.84 3.06 4.30
H -0.83 1.42 1.84
H -2.31 0.92 1.00
H -1.95 0.28 2.62
H -2.18 4.32 2.50
H -3.65 3.83 1.66
H -2.06 3.46 0.95
H -3.14 1.15 4.19
C -3.03 -1.90 -6.93
N -2.58 -0.73 -7.66
C -3.26 -0.35 -8.89
C -1.55 0.02 -7.24
O -1.13 1.01 -7.82
H -2.95 -2.78 -7.57
H -4.08 -1.76 -6.62
H -2.42 -2.04 -6.04
H -2.56 -0.35 -9.72
H -3.68 0.66 -8.79
H -4.07 -1.06 -9.08
H -1.10 -0.35 -6.31
C 2.97 1.19 2.69
N 4.29 0.59 2.75
C 4.44 -0.83 2.48
C 5.39 1.30 3.05
O 6.52 0.85 3.11
H 2.31 0.70 3.42
H 2.54 1.06 1.70
H 3.02 2.25 2.92
H 4.88 -1.33 3.34
H 5.11 -0.98 1.63
H 3.47 -1.26 2.26
H 5.18 2.37 3.24
C -1.93 -7.84 -8.42
N -1.61 -6.53 -7.89
C -0.94 -6.43 -6.60
C -1.90 -5.40 -8.55
O -1.64 -4.28 -8.15
H -2.60 -8.37 -7.74
H -1.03 -8.44 -8.55
H -2.43 -7.74 -9.38
H -1.55 -5.86 -5.91
H 0.02 -5.92 -6.72
H -0.77 -7.43 -6.20
H -2.40 -5.58 -9.52
C 1.15 4.36 6.70
N 1.48 4.55 5.30
C 2.31 5.67 4.90
C 1.02 3.72 4.35
O 1.26 3.82 3.16
H 0.62 5.23 7.08
H 2.07 4.22 7.28
H 0.53 3.48 6.82
H 1.77 6.31 4.21
H 3.21 5.31 4.40
H 2.59 6.24 5.78
H 0.40 2.90 4.75
C 0.59 -1.35 8.54
N 1.04 -0.16 7.84
C 0.44 0.19 6.57
C 2.01 0.64 8.34
O 2.42 1.65 7.80
H 0.76 -2.23 7.91
H -0.47 -1.28 8.77
H 1.15 -1.47 9.47
H 1.20 0.23 5.79
H -0.03 1.17 6.63
H -0.32 -0.55 6.31
H 2.40 0.29 9.31
*
```

Summary:
- HOMO-LUMO gap: 8.8 eV
- Energy: -2268.09597 a.u.
- LUMO level: 0.0 eV

Charges per atom according to Mulliken partitioning, unit e:
1 O -0.5870
2 C 0.3998
3 C -0.6757
4 C -0.4674
5 C -0.3343
6 N -0.2551
7 C 0.5192
8 S -0.3349
9 N -0.1807
10 H 0.3690
11 H 0.2316
12 H 0.3250
13 H 0.3527
14 H 0.2708
15 H 0.3443
16 C -0.6535
17 N 0.1520
18 C -0.9377
19 C 0.1338
20 O -0.6175
21 H 0.2191
22 H 0.2156
23 H 0.2745
24 H 0.2672
25 H 0.3412
26 H 0.3351
27 H 0.2717
28 C -0.7860
29 N 0.1299
30 C -1.0052
31 C 0.3589
32 O -0.6411
33 H 0.2947
34 H 0.3495
35 H 0.2193
36 H 0.2998
37 H 0.3138
38 H 0.3842
39 H 0.1011
40 C -0.3585
41 N 0.1434
42 C -1.0478
43 C 0.1102
44 O -0.6096
45 H 0.1443
46 H 0.1705
47 H 0.1633
48 H 0.3145
49 H 0.3135
50 H 0.3848
51 H 0.2910
52 C -0.9186
53 N 0.1269
54 C -0.9245
55 C 0.1445
56 O -0.6564
57 H 0.3420
58 H 0.3424
59 H 0.2879
60 H 0.2790
61 H 0.2925
62 H 0.3766
63 H 0.2799
64 C -0.7841
65 N 0.1533
66 C -0.9618
67 C 0.4017
68 O -0.6929
69 H 0.3723
70 H 0.3785
71 H 0.0761
72 H 0.3008
73 H 0.2657
74 H 0.3860
75 H 0.1250
76 C -0.9289
77 N 0.1918
78 C -0.8180
79 C 0.0771
80 O -0.5327
81 H 0.3269
82 H 0.3323
83 H 0.2933
84 H 0.2772
85 H 0.1072
86 H 0.4131
87 H 0.2505